ORCA calculation (wB97M-V/def2-TZVPD) on a gas-phase ion, C5H13N2 (charge +1).

SMILES: C[C@H]1C[C@]1(N)C[NH3+]
HOMO level, eV: -13.373
Total charge: +1

Last column: Mulliken charge in e.
Geometry (Å):
C: -0.64875 -0.40605 2.13883  -1.527
C: 0.16234 -0.69934 0.90433  0.287
C: -0.33874 -1.68442 -0.10743  -1.042
C: -0.32279 -0.21858 -0.45421  0.542
N: -1.58518 0.42466 -0.51356  -0.467
C: 0.76823 0.26978 -1.40846  -1.092
N: 1.41341 1.49980 -0.82740  -0.248
H: -1.70050 -0.33216 1.88081  0.365
H: -0.33510 0.52779 2.60190  0.336
H: -0.52148 -1.20361 2.86609  0.371
H: 1.23599 -0.69667 1.07164  0.559
H: 0.35666 -2.34752 -0.59628  0.237
H: -1.31080 -2.11618 0.06590  0.332
H: -1.58688 1.42266 -0.36373  0.195
H: -2.14548 0.17164 -1.31371  0.264
H: 0.35423 0.52463 -2.38557  0.429
H: 1.53965 -0.48898 -1.53582  0.372
H: 0.72981 2.26538 -0.77534  0.351
H: 2.22023 1.81183 -1.38090  0.366
H: 1.71514 1.27533 0.13292  0.369

ORCA calculation (wB97M-V/def2-TZVPD) on a gas-phase ion, C5H13N2 (charge +1).

SMILES: CN/C=C/CC[NH3+]
HOMO level, eV: -11.797
Total charge: +1

Last column: Mulliken charge in e.
Geometry (Å):
C: 0.78099 2.33079 -1.86107  -0.853
N: -0.40902 1.68073 -1.33767  -0.205
C: -0.14134 0.39383 -0.96038  -0.214
C: -0.88100 -0.46162 -0.21091  -0.744
C: -0.38527 -1.83688 0.20006  -0.587
C: 0.46243 -1.77264 1.51256  -0.608
N: 0.30191 -0.48164 2.20495  -0.234
H: 1.15592 1.89250 -2.79230  0.312
H: 1.61781 2.36526 -1.16686  0.274
H: 0.55986 3.36756 -2.11359  0.336
H: -1.31002 2.05636 -1.55066  0.255
H: 0.64557 -0.16133 -1.47710  0.347
H: -1.94532 -0.25983 -0.12273  0.427
H: -1.29172 -2.43587 0.27470  0.332
H: 0.17232 -2.28572 -0.62038  0.436
H: 1.47031 -1.93571 1.13642  0.325
H: 0.26007 -2.61199 2.17169  0.365
H: 0.58536 0.24864 1.54053  0.282
H: -0.64078 -0.24899 2.52512  0.365
H: 0.98658 -0.33392 2.95743  0.392

Orbital gap per entry: 9.63, 8.40 eV